# 1
ORCA calculation (wB97M-V/def2-TZVPD) on a cluster of 3 separate species, CH7O3 in total in a non-equilibrium geometry.

Calculated values
Relative energy (zero: lowest compared OMol25 entry of this formula, charge and spin) = 78.1 kJ/mol
LUMO level = 4.55 eV
Max |F| = 2.777 eV Å⁻¹
Total charge = -1
Gap between HOMO and LUMO = 8.303 eV
Electronic energy = -7292.914 eV
HOMO energy = -3.750 eV
Multiplicity = 1

Geometry as XYZ:
```
11
CH7O3, DFT wB97M-V/def2-TZVPD
H 0.917 -1.019 1.884
O -0.662 1.446 -1.243
O -0.216 0.113 0.858
C 1.085 -0.280 1.116
H -0.789 -0.934 -1.766
H -0.833 -0.838 -0.124
H -1.310 2.051 -1.011
H -0.410 1.061 -0.295
O -1.015 -1.496 -1.014
H 1.591 0.697 1.232
H 1.641 -0.803 0.364
```

Atom charges from the natural (NBO) analysis, given in e for atoms 1 to 5: atom 1 (H): 0.1472, atom 2 (O): -1.0426, atom 3 (O): -0.9280, atom 4 (C): -0.2462, atom 5 (H): 0.4555

=====

# 2
ORCA calculation (wB97M-V/def2-TZVPD) on a cluster of 12 separate species, C36H90F15N8O18P in total in a non-equilibrium geometry.

Calculated values
LUMO level = -0.12 eV
Max |F| = 3.133 eV Å⁻¹
Total charge = 0
Gap between HOMO and LUMO = 8.209 eV
Electronic energy = -137614.985 eV
HOMO energy = -8.325 eV
Multiplicity = 1

Geometry as XYZ:
```
168
C36H90F15N8O18P, DFT wB97M-V/def2-TZVPD
N -3.852 -1.303 -5.296
H -2.154 -2.257 -7.390
H 2.377 2.755 3.436
F 0.949 -0.255 4.098
H 2.046 6.835 1.638
H -1.863 3.953 3.574
C 1.399 8.736 1.035
F -0.022 -1.770 0.660
H 0.379 8.375 0.811
H -2.613 6.334 -1.503
C 2.856 5.833 -0.295
C -1.806 -1.447 -6.704
C -0.889 6.138 -2.735
F 1.446 -0.677 -0.758
O 0.442 1.508 6.107
F 2.698 0.555 5.083
F -1.208 -6.073 2.554
O -0.718 -4.142 -6.288
H -1.988 -0.502 -3.334
H -2.844 2.718 -4.349
F -0.329 -1.735 -1.559
C 3.237 -2.575 1.576
C -3.986 -5.318 -1.417
C 1.675 -0.307 5.185
H 2.692 -3.653 3.456
C -2.674 2.681 0.007
C -1.660 1.347 3.164
H -4.092 -1.169 -4.260
H -1.860 -0.439 -7.136
O -4.667 -0.676 -2.705
O 3.195 -2.032 -3.042
H 4.054 -3.258 1.356
C 2.245 -3.321 2.449
C 1.060 3.336 7.638
O -3.263 -2.379 -2.622
H 1.480 3.756 6.711
N -0.705 -4.446 -5.099
H 3.379 7.884 1.270
H 1.577 1.479 2.571
H -3.513 2.666 -0.695
C -2.399 -1.559 -5.316
P -0.161 -0.647 -0.432
H -0.880 -0.605 5.775
H -2.488 3.994 -2.158
H -2.570 -0.278 4.963
H -1.297 -0.557 2.482
C 5.879 -0.071 1.160
H 4.374 1.434 2.767
H 1.327 9.140 2.062
H 0.963 5.336 -0.121
H -2.284 -1.698 4.372
H -0.689 -0.412 -4.437
H 3.272 1.917 -0.549
H 1.930 2.987 8.218
H 0.747 4.072 8.336
F -1.789 -0.551 -0.258
C -2.662 -4.023 0.275
H 1.727 1.671 0.107
H -1.791 -5.182 -2.798
O -1.265 -5.477 -4.657
H -2.219 1.479 -3.092
C 3.477 -3.388 -3.227
F 2.256 -1.502 5.381
H -2.297 -6.121 -0.313
H -3.329 -4.241 1.097
H -1.122 2.240 -4.293
O 2.461 7.121 -0.379
H -0.875 2.971 7.082
F 3.785 4.076 -1.444
H 2.230 3.180 -0.172
H -4.328 -4.318 -1.824
H -0.110 1.551 7.966
H 0.196 5.862 -2.608
H -5.651 -6.880 -3.362
H -4.776 -5.601 -0.682
H 1.331 -2.692 2.574
C 3.139 2.424 1.542
H 3.425 -6.144 -1.020
C 3.241 -5.668 -1.976
F 0.720 -7.044 2.294
H -1.291 5.676 -3.644
H -1.653 -3.937 0.690
N 1.769 -3.701 -1.545
H 6.553 0.299 1.865
C 3.914 1.176 1.827
H -0.091 -3.991 1.839
H 1.223 -3.839 -2.433
O -2.325 0.741 -4.967
C -2.419 3.294 4.228
O 4.908 0.943 0.838
H -4.221 -0.285 3.166
C -3.479 -0.397 2.423
O -4.548 -1.991 -0.980
N -1.701 -4.779 -1.865
H -1.919 1.993 -0.367
H 2.889 -0.248 -4.083
H 3.960 -1.392 -4.873
H -4.147 -6.386 -4.371
H 3.566 -1.648 2.056
C 2.329 7.628 0.982
H -3.625 -1.345 1.920
O 1.839 -4.497 1.738
H -0.932 7.213 -2.828
C -2.658 -5.184 -0.745
H -1.355 6.185 0.594
H -2.306 -2.522 -4.897
H 1.765 -2.720 -1.362
F -0.272 0.552 -1.504
O -2.271 4.048 -0.037
H -3.075 2.430 0.986
H -1.900 3.086 5.222
N 2.583 2.307 0.120
C 0.056 2.262 7.230
C 3.178 -4.156 -1.910
F 0.165 0.409 0.821
O -0.258 -0.724 6.553
H -0.846 1.383 3.957
C 0.148 -5.907 2.642
C 3.115 -1.296 -4.247
N -4.156 -1.677 -2.118
F 4.668 6.040 -1.780
O -3.853 -6.229 -2.451
O 0.286 -5.345 0.344
H 1.719 9.554 0.399
C -2.151 1.859 -4.099
H 3.680 3.405 1.572
C 2.021 2.488 2.492
H -5.259 -5.172 -3.534
H -4.362 -2.049 -5.826
H -2.966 -3.145 -0.165
H 4.525 -3.600 -3.533
H 2.238 -6.104 -2.243
H -1.287 1.811 2.266
C -4.789 -6.183 -3.497
C 3.545 5.403 -1.610
H 3.994 -5.928 -2.747
H -0.765 -4.852 -1.521
H -0.817 4.026 -1.461
C -2.048 -0.109 3.019
C -1.633 5.841 -1.407
H -3.757 0.454 1.724
H 6.340 -0.387 0.230
H -1.908 -3.787 -2.043
H 1.349 0.180 7.286
C 0.544 -4.863 1.623
H 3.690 5.713 0.408
H -0.711 -1.620 -6.576
C 0.822 0.180 6.352
O -2.822 2.079 3.596
O 1.834 4.877 -0.050
C -1.783 -0.444 -4.421
H 2.771 -3.837 -3.975
H 1.247 3.125 2.083
C -1.836 4.351 -1.282
H 0.948 -4.759 -0.225
H 3.869 -3.714 -1.144
H 3.311 0.317 1.976
H 2.379 -1.778 -4.875
N -1.949 -0.734 4.337
O -0.148 -3.626 -4.258
N -0.785 6.277 -0.276
F 2.806 5.488 -2.759
H -0.632 7.287 -0.263
F 0.476 -5.553 3.865
H -4.038 -0.387 -5.721
H 5.384 -1.012 1.487
H 2.699 -2.334 0.726
H -3.339 3.838 4.508
```

Atom charges from the Mulliken analysis, given in e for atoms 1 to 5: atom 1 (N): 0.0394, atom 2 (H): 0.4229, atom 3 (H): 0.9940, atom 4 (F): 0.0603, atom 5 (H): 0.2664

=====

# 3
ORCA calculation (wB97M-V/def2-TZVPD) on a structure of composition C38H63BrCl3N6O5RbSi2.

Calculated values
Relative energy (zero: lowest compared OMol25 entry of this formula, charge and spin) = 71.2 kJ/mol
LUMO level = 3.70 eV
Max |F| = 0.937 eV Å⁻¹
Total charge = -2
Gap between HOMO and LUMO = 6.907 eV
Electronic energy = -183634.375 eV
HOMO energy = -3.209 eV
Multiplicity = 1

Geometry as XYZ:
```
119
C38H63BrCl3N6O5RbSi2, DFT wB97M-V/def2-TZVPD
C 3.302 -6.204 -1.398
C 4.596 -6.563 -1.741
C 0.241 5.544 -0.110
Cl 1.972 -0.527 2.578
H -1.359 -3.548 4.208
H 4.659 2.505 -0.763
H -4.868 0.688 1.932
C -0.935 6.221 -0.225
C -2.163 1.040 -3.004
H -2.102 -2.031 -0.896
C 4.477 -0.861 -1.299
C -0.922 3.592 0.873
H -4.569 -4.449 2.011
C -4.242 1.225 2.644
C -1.066 -1.152 5.510
H 2.861 0.432 -3.732
Si 3.131 -2.090 -1.868
C -2.372 -1.922 5.277
Br -1.767 -0.985 2.137
H -5.826 1.426 4.838
C 0.290 4.239 0.419
C -5.481 -3.108 4.079
C 5.102 -4.251 -2.152
O -0.958 2.452 1.403
C -4.546 -2.542 2.999
C 6.277 1.131 -0.425
H -1.364 -3.690 5.963
Si -3.312 -1.257 3.739
H -2.193 1.547 4.408
O -2.358 1.585 -4.097
C -2.134 4.353 0.686
C -3.185 1.406 4.840
H -1.269 -3.235 -2.714
H 3.576 -0.857 0.908
H -6.215 -3.768 3.602
H 6.966 1.893 -0.081
C 2.917 -4.871 -1.426
H 4.879 -1.095 -4.140
H -3.276 1.416 2.178
H -2.977 0.774 -0.586
H 1.269 -0.260 -3.384
H -0.247 2.259 3.346
H -3.116 -4.232 2.986
H 0.472 1.170 4.292
H 1.380 -2.639 0.167
H 1.752 -2.662 -5.377
Cl 4.901 -0.347 2.791
N -3.276 0.249 -2.518
Cl -0.971 7.852 -0.869
H -4.174 -0.318 -0.846
H 1.898 -4.615 -1.176
H -2.827 -4.062 5.059
H 2.286 -3.832 -4.160
H -4.126 0.736 -2.781
H -6.193 -0.113 4.069
C -4.080 0.495 3.987
H -1.191 -0.078 5.607
N -3.229 -0.065 -1.116
C -3.240 -1.815 6.542
H -3.277 -3.409 1.440
H 2.584 -6.960 -1.106
H 3.436 0.873 1.403
H -3.456 -0.784 6.814
H 1.908 -0.283 -5.025
H -0.606 -1.522 6.432
H -0.054 -2.647 -1.772
H -6.034 -2.335 4.616
H 1.166 6.009 -0.433
C 4.149 -1.814 -4.518
H 6.087 -2.212 -0.852
C 3.481 -0.158 1.736
H -3.057 3.872 0.985
O 1.847 -1.874 -0.952
C 2.833 -1.754 -3.738
H -4.715 2.194 2.835
H -5.400 -0.082 5.646
O 1.887 2.501 0.861
H -6.005 -2.702 1.426
H 4.598 -2.809 -4.477
N 1.024 -3.227 1.034
H -0.363 -1.337 4.698
H -6.090 -1.149 2.256
H 7.653 -0.486 -0.121
H 6.508 -5.850 -2.410
C -1.969 -3.392 5.100
H -3.071 6.152 0.043
C 5.497 -5.581 -2.127
C -5.405 -1.914 1.892
C 6.661 -0.200 -0.452
H -1.386 -3.156 0.072
C -3.817 -3.720 2.331
C 1.893 -2.823 -4.301
H -3.063 1.051 5.862
H 3.966 -1.578 -5.574
C -2.141 5.611 0.167
C 2.182 -0.387 -3.969
C 0.683 -3.887 1.928
H -4.189 -2.345 6.443
N -1.824 -3.012 -0.831
C 3.811 -3.860 -1.789
O -1.161 1.069 -2.252
H 5.819 -3.508 -2.483
C -5.452 0.410 4.672
H 4.901 -7.603 -1.714
H -4.940 -3.706 4.811
H 0.915 -2.778 -3.833
C 4.988 1.473 -0.811
H -2.699 -2.267 7.380
N 0.127 2.123 4.285
C 4.109 0.490 -1.236
N -0.817 -3.328 -1.812
H 2.403 4.266 0.059
H 0.961 2.700 4.320
Rb 0.143 0.604 -0.105
H -3.656 2.393 4.896
C 1.591 3.617 0.459
H 3.097 0.777 -1.493
H -4.779 -1.481 1.110
C 5.768 -1.177 -0.879
```

Atom charges from the Mulliken analysis, given in e for atoms 1 to 5: atom 1 (C): -0.8215, atom 2 (C): -0.4458, atom 3 (C): -1.0428, atom 4 (Cl): 0.0988, atom 5 (H): 0.2804

=====

# 4
ORCA calculation (wB97M-V/def2-TZVPD) on the molecule C2HClO in a non-equilibrium geometry.

Calculated values
Relative energy (zero: lowest compared OMol25 entry of this formula, charge and spin) = 0.0 kJ/mol
LUMO level (spin up / spin down) = 0.69 / -2.43 eV
Max |F| = 2.636 eV Å⁻¹
Total charge = 0
Gap between HOMO and LUMO (spin up / spin down) = 7.192 / 9.491 eV
Electronic energy = -16655.680 eV
HOMO energy (spin up / spin down) = -6.505 / -11.921 eV
Multiplicity = 3

Geometry as XYZ:
```
5
C2HClO, DFT wB97M-V/def2-TZVPD
H -0.155 -0.190 -1.297
C -0.574 0.372 0.516
O -1.414 0.945 1.098
C 0.378 -0.069 -0.385
Cl 1.765 -1.059 0.068
```

What are the natural (NBO) partial charges on each atom? They are as follows, in elementary charge units: atom 1 (H): 0.2176, atom 2 (C): 0.4166, atom 3 (O): -0.4144, atom 4 (C): -0.2448, atom 5 (Cl): 0.0250

=====

# 5
ORCA calculation (wB97M-V/def2-TZVPD) on a structure of composition C26H40BKN8OS2.

Calculated values
Relative energy (zero: lowest compared OMol25 entry of this formula, charge and spin) = 0.0 kJ/mol
LUMO level = -0.01 eV
Max |F| = 0.670 eV Å⁻¹
Total charge = 0
Gap between HOMO and LUMO = 7.937 eV
Electronic energy = -80255.699 eV
HOMO energy = -7.943 eV
Multiplicity = 1

Geometry as XYZ:
```
79
C26H40BKN8OS2, DFT wB97M-V/def2-TZVPD
C 2.359 -0.796 -3.603
N -0.749 -0.074 3.017
H 1.433 -2.180 4.538
C 3.670 -1.063 -3.960
S 2.848 1.255 -0.460
H -3.342 0.215 4.915
H -5.097 -1.892 1.280
C 1.326 -0.026 4.367
H 0.151 2.548 -0.801
C -0.167 0.040 4.202
C -1.274 -3.808 -0.690
H -0.821 -4.321 -2.757
H 2.120 2.385 -4.763
H -0.966 0.291 6.274
C 2.052 0.059 3.028
H 0.555 4.262 -0.788
H 4.458 1.891 -5.418
H 1.763 -1.524 -3.066
H 0.321 -3.406 0.729
N -2.080 -0.016 3.233
C -3.895 2.844 -0.012
S 0.128 0.777 -3.394
H 5.449 -0.306 -4.891
C 0.172 -3.443 -0.351
H 2.727 -1.493 -0.407
H 3.133 0.062 3.179
N 5.058 0.385 0.687
C -0.088 3.505 -0.335
C -2.493 2.873 0.083
H 1.233 -1.356 6.087
H 4.105 -2.024 -3.716
H 0.854 -4.179 -0.781
H -0.417 0.460 -5.693
B -3.157 -0.088 2.137
C -4.264 1.753 0.744
H -4.232 -0.125 2.676
C -2.334 0.141 4.545
N 3.639 -1.245 -0.061
H 0.163 3.433 0.724
O -0.120 -0.094 -2.206
H -1.769 3.943 -1.586
H -2.532 -3.967 -2.459
C -1.814 5.272 0.088
N -3.150 1.180 1.234
C -0.691 -0.047 -4.769
N -1.918 -1.901 0.753
C 1.725 -1.300 5.116
H -1.597 5.260 1.157
H -4.542 3.528 -0.536
H -2.854 5.570 -0.044
H 4.113 -1.924 0.511
C -1.512 -3.683 -2.199
K -0.261 0.059 0.300
H 1.788 -0.805 2.411
C 2.553 1.413 -4.561
H -1.177 6.020 -0.387
H 5.745 -0.311 0.918
N -2.059 1.865 0.832
C -1.133 0.179 5.216
H -1.357 -2.645 -2.506
H 2.806 -1.332 5.277
C -1.554 3.887 -0.513
H -4.250 -3.973 -0.279
C 3.866 1.136 -4.919
H 1.628 0.830 4.980
H 1.776 0.963 2.484
H -1.428 -4.855 -0.409
C 4.422 -0.098 -4.619
N -3.046 -1.386 1.286
C -3.664 -3.179 0.152
H 0.419 -2.466 -0.774
H -5.241 1.356 0.963
C 3.895 0.078 0.082
H -1.762 0.023 -4.593
H -0.370 -1.087 -4.777
C 1.812 0.439 -3.916
C -2.275 -2.980 0.067
H 5.289 1.357 0.783
C -4.106 -2.139 0.939
```

Atom charges from the Mulliken analysis, given in e for atoms 1 to 5: atom 1 (C): -0.3671, atom 2 (N): 0.4922, atom 3 (H): 0.2803, atom 4 (C): -0.6523, atom 5 (S): -0.3823

=====

# 6
ORCA calculation (wB97M-V/def2-TZVPD) on a structure of composition C14H27AuClIN2O2P2 in a non-equilibrium geometry.

Calculated values
Relative energy (zero: lowest compared OMol25 entry of this formula, charge and spin) = 0.0 kJ/mol
LUMO level (spin up / spin down) = -8.18 / -10.30 eV
Max |F| = 3.332 eV Å⁻¹
Total charge = +2
Gap between HOMO and LUMO (spin up / spin down) = 6.729 / 4.612 eV
Electronic energy = -64909.299 eV
HOMO energy (spin up / spin down) = -14.905 / -14.914 eV
Multiplicity = 3

Geometry as XYZ:
```
50
C14H27AuClIN2O2P2, DFT wB97M-V/def2-TZVPD
C 4.009 1.411 -0.600
C 0.211 -0.724 -2.256
H -2.744 0.470 -2.599
H 4.171 -1.506 0.338
H -1.460 4.037 0.160
H -0.559 0.461 -3.885
I 1.265 2.760 1.074
C -1.086 -2.048 3.357
Au 0.342 0.995 -0.920
C 0.136 -0.384 -3.714
C -1.600 -2.282 2.077
H -2.984 -4.006 5.320
Cl 1.273 2.495 -2.686
C -1.746 3.724 -0.849
H -2.075 1.972 -3.318
H -0.224 -1.267 -4.275
H 0.385 -0.836 4.425
H -2.358 -3.031 1.885
O -0.986 -2.622 5.677
H -1.009 4.106 -1.562
C 3.156 -1.099 0.475
N -0.219 -0.547 1.131
H 3.287 -0.070 -3.164
H -2.434 1.523 1.352
P 2.745 0.116 -0.815
C 3.362 -0.751 -2.308
H 3.812 2.208 -1.325
H 5.020 1.009 -0.755
H 3.928 1.836 0.406
H -3.179 0.342 0.238
C -1.546 -2.756 4.593
H -3.641 2.016 -2.440
H -3.809 2.017 0.314
H 2.748 -1.640 -2.495
P -1.801 1.931 -0.932
H 4.410 -1.056 -2.177
O 0.041 -1.797 -1.746
C -0.080 -1.079 3.477
H 1.128 -0.062 -4.090
H 3.096 -0.627 1.463
N -2.615 -3.613 4.462
C -1.136 -1.520 0.999
H -3.235 -3.591 3.666
C -2.647 1.555 -2.481
H -1.501 -1.708 -0.005
C -2.907 1.395 0.372
H -2.746 4.101 -1.098
H 1.059 0.434 2.437
C 0.300 -0.362 2.349
H 2.441 -1.931 0.446
```

Atom charges from the natural (NBO) analysis, given in e for atoms 1 to 5: atom 1 (C): -0.9698, atom 2 (C): 0.5420, atom 3 (H): 0.2547, atom 4 (H): 0.2786, atom 5 (H): 0.2653

=====

# 7
ORCA calculation (wB97M-V/def2-TZVPD) on a structure of composition C24H28Br2N8O3Y in a non-equilibrium geometry.

Calculated values
Relative energy (zero: lowest compared OMol25 entry of this formula, charge and spin) = 15.7 kJ/mol
LUMO level = -2.34 eV
Max |F| = 1.108 eV Å⁻¹
Total charge = +1
Gap between HOMO and LUMO = 7.452 eV
Electronic energy = -184536.556 eV
HOMO energy = -9.790 eV
Multiplicity = 1

Geometry as XYZ:
```
66
C24H28Br2N8O3Y, DFT wB97M-V/def2-TZVPD
N 0.099 3.617 -2.554
H -1.890 2.474 0.274
C 1.999 -1.313 -2.651
C 1.366 -2.177 -4.827
H 4.045 -0.747 -2.471
C 1.355 2.639 0.717
H 1.850 2.651 3.516
H 2.409 5.402 2.257
C -4.361 1.217 2.188
H 2.896 -2.276 -6.317
H 4.635 -1.357 -4.792
H -0.239 3.284 -3.440
H 3.172 2.003 2.510
C -2.470 -2.756 -3.080
O 1.713 -0.972 -1.408
H 3.366 -1.795 3.601
C -2.125 -1.733 1.591
C 2.694 -2.624 3.376
N 1.130 1.395 0.939
C -3.649 2.150 1.490
H 2.379 -2.033 0.892
H 0.761 -2.951 2.427
Br -2.136 -4.450 2.353
N 2.025 3.485 1.562
H -3.328 -3.303 -3.425
C -0.366 -2.039 -3.065
H 0.917 -1.404 3.245
N -0.962 -1.508 -2.004
C 2.605 2.898 2.762
N -0.210 1.528 -1.552
H -3.984 3.176 1.422
N 0.977 3.244 -0.478
H 2.418 -3.111 4.312
H 1.433 1.130 1.869
N -1.998 0.530 0.885
H 1.509 5.396 0.765
H 1.415 4.131 -0.649
C -2.821 -2.697 2.287
H 0.688 4.977 2.276
C 2.652 -2.013 -5.298
C 1.622 4.882 1.717
O -1.004 -1.935 0.958
H 0.605 4.484 -2.575
H 0.614 -2.553 -5.510
C -2.273 -1.952 -2.010
Y 0.107 -0.461 -0.196
H -0.722 1.344 -2.410
C -4.030 -2.418 2.958
C 3.300 -1.148 -3.145
O 1.806 -1.467 1.425
H 3.238 -3.356 2.777
C 3.620 -1.494 -4.441
C -4.561 -1.164 2.949
C -3.901 -0.115 2.256
Br -6.178 -0.838 3.863
H 3.299 3.615 3.194
H -5.279 1.486 2.694
H -1.055 -3.350 -4.552
C 0.268 2.718 -1.546
C -2.698 -0.415 1.585
C -2.466 1.755 0.846
C 1.018 -1.843 -3.513
H -4.532 -3.217 3.486
H -2.967 -1.682 -1.233
N -1.260 -2.800 -3.737
C 1.458 -2.145 2.654
```

Atom charges from the natural (NBO) analysis, given in e for atoms 1 to 5: atom 1 (N): -0.8005, atom 2 (H): 0.1934, atom 3 (C): 0.3731, atom 4 (C): -0.1556, atom 5 (H): 0.2141